1.
DFT (ωB97M-V/def2-TZVPD) results for a 4-piece molecular cluster, CH9O4 overall at a distorted geometry.

Last column: Mulliken spin population.
CARTESIAN COORDINATES (ANGSTROEM)
C  -0.73104  -0.35826  -0.39290  0.38
O  0.16494  0.60904  0.06166  -0.06
H  -1.78265  -0.08112  -0.22359  -0.01
H  -0.54748  -0.64107  -1.43504  -0.15
H  -0.52790  -1.27445  0.19425  -0.03
H  0.26978  -2.71160  2.89316  0.00
H  1.03969  -1.40703  2.67528  0.00
O  1.15956  -2.34778  2.95035  0.00
H  0.28600  0.43990  1.10469  0.04
H  -0.40185  0.47931  3.02584  0.00
O  0.42042  0.30485  2.54569  0.01
H  0.49697  2.77228  -5.05759  -1.08
H  0.27778  1.69196  -4.00904  -0.07
O  -0.12422  2.52398  -4.33277  1.97

Values from the calculation:
Total charge: -2
Multiplicity: 2
Total energy (eV): -9369.858
<S²>: 0.751
HOMO energy (alpha / beta) (Ha): 0.1327 / -0.0739
Frontier orbital gap (alpha / beta) (eV): 2.53 / 8.12

---

2.
DFT (ωB97M-V/def2-TZVPD) results for one molecule with the formula C4H8N2O2 at a distorted geometry.

Last column: Mulliken charge in e.
CARTESIAN COORDINATES (ANGSTROEM)
N  -0.84985  -2.63819  -0.56632  -0.60
C  -0.68770  -1.22642  -0.31100  -0.40
C  0.62679  -0.93063  0.39121  0.53
O  1.46313  -1.77535  0.60471  -0.62
N  0.83811  0.37574  0.77732  -0.19
C  -0.05956  1.48669  0.71805  -0.49
C  -0.29340  2.08543  -0.64344  0.04
O  -0.75869  3.17363  -0.84160  -0.46
H  0.02436  -3.03533  -0.87831  0.22
H  -1.58031  -2.77610  -1.24660  0.24
H  -1.47472  -0.80335  0.32310  0.25
H  -0.67513  -0.60321  -1.21886  0.26
H  1.59644  0.45308  1.43573  0.27
H  0.31439  2.28648  1.36081  0.38
H  -1.05227  1.29888  1.16354  0.26
H  -0.02844  1.46175  -1.50390  0.32

Values from the calculation:
SMILES string: NCC(=O)NCC=O
Total charge: 0
Total energy (eV): -11352.564
Relative energy (zero: lowest compared OMol25 entry of this formula, charge and spin) (kJ/mol): 149.5
HOMO energy (Ha): -0.3521
Frontier orbital gap (eV): 10.23

---

- Among the records above, which one has the lowest total energy?
  C4H8N2O2